No. 1
Molecular formula: C40H33BBr2F4MoN6O2S
Method: DFT, ωB97M-V/def2-TZVPD

Properties
E_LUMO (spin up / spin down), eV: -6.14 / -6.14
Charge: +2
Multiplicity: 1

Positions of all 90 atoms, in Å:
C (1.662, 3.635, -2.369)
C (1.224, -4.055, 3.153)
H (-1.144, 1.721, 4.782)
N (-1.793, -1.030, 0.709)
H (-4.835, -4.380, 2.324)
H (2.003, -0.775, 2.740)
H (-2.800, -3.110, 3.141)
H (2.908, -0.803, -4.316)
H (-5.251, 2.105, -4.086)
C (1.122, 4.695, -1.661)
C (-0.643, 1.136, 2.789)
N (0.627, -1.544, 0.669)
C (1.388, -2.825, 2.518)
H (1.385, -5.130, 4.997)
H (-2.484, 2.039, -4.273)
H (-0.623, 1.606, -2.777)
C (-3.975, -2.653, 1.387)
C (1.206, -5.906, -1.661)
C (5.506, -0.963, -2.127)
S (0.974, -0.926, -2.203)
C (-3.969, -1.908, 0.220)
H (1.255, -6.724, -2.366)
Mo (0.031, 0.050, -0.069)
C (-0.803, 3.760, 2.100)
O (-5.942, -3.854, 0.633)
H (5.181, -1.040, 0.020)
C (-3.863, 0.783, -3.178)
H (-4.882, -0.547, -1.866)
H (-0.839, 4.802, 1.829)
C (1.394, 2.354, -1.931)
C (-0.420, 2.789, 1.193)
H (2.943, -4.575, 0.920)
C (2.223, -5.737, -0.732)
H (-6.909, 0.457, -4.135)
H (1.759, 1.496, -2.479)
Br (1.418, 6.450, -2.203)
H (-0.665, -5.173, -2.412)
C (2.158, -1.857, 4.582)
N (0.650, 2.085, -0.855)
F (2.046, 0.424, 0.679)
H (0.856, -4.908, 2.600)
N (3.421, -1.035, -1.050)
C (-2.843, -0.242, -1.266)
C (-5.165, -3.507, 1.752)
C (0.125, -5.035, -1.688)
C (1.851, -1.722, 3.240)
N (-0.411, 1.478, 1.519)
C (2.159, -4.699, 0.185)
Br (-1.616, 4.670, 4.647)
F (2.487, 2.436, 1.738)
C (0.070, -3.980, -0.793)
C (0.177, 3.125, -0.129)
C (1.018, -2.674, 1.090)
C (1.082, -3.815, 0.152)
H (3.061, -6.419, -0.714)
C (-2.887, -1.095, -0.074)
H (2.543, -1.009, 5.130)
C (-5.043, 1.028, -4.074)
B (3.114, 1.451, 1.032)
C (2.712, -0.926, -2.192)
H (-0.542, 0.092, 3.039)
H (-4.770, 0.732, -5.094)
H (-4.810, -1.983, -0.452)
C (-2.636, 1.389, -3.423)
C (-1.105, 3.382, 3.403)
C (4.766, -1.021, -0.977)
H (5.376, -0.850, -4.270)
H (6.583, -0.954, -2.076)
C (-2.864, -2.555, 2.215)
F (4.011, 0.710, 1.754)
C (4.821, -0.896, -3.343)
H (2.279, 3.787, -3.241)
C (-1.580, 1.162, -2.571)
C (1.517, -4.178, 4.502)
N (-1.664, 0.373, -1.482)
H (-5.810, -2.919, 2.413)
H (-0.912, -1.738, 2.442)
H (-0.762, -3.286, -0.813)
H (-0.014, 5.254, 0.064)
H (2.901, -1.017, -0.177)
C (-1.804, -1.761, 1.838)
F (3.619, 1.877, -0.173)
C (0.373, 4.436, -0.518)
H (2.232, -3.188, 6.262)
C (-0.981, 2.051, 3.767)
C (3.444, -0.868, -3.381)
C (-3.948, -0.054, -2.081)
C (1.988, -3.084, 5.214)
O (-6.135, 0.288, -3.588)
H (-5.620, -4.679, 0.256)

=====

No. 2
Molecular formula: C40H33CrN6O3PS
Method: DFT, ωB97M-V/def2-TZVPD

Properties
E_LUMO (spin up / spin down), eV: -3.64 / -3.80
Charge: +1
Multiplicity: 4
Expectation value of S²: 3.91

Positions of all 85 atoms, in Å:
C (-0.275, 4.285, 1.256)
H (-2.348, -3.027, 1.358)
N (-2.452, -2.163, -0.486)
C (-0.391, 1.200, 4.388)
C (-4.079, -3.729, 0.229)
H (4.345, -0.897, 1.435)
C (4.167, 2.479, 1.529)
H (-3.049, -0.755, 1.884)
O (1.320, -0.960, -0.586)
H (-2.654, 3.216, 1.996)
C (-0.385, -0.872, -4.685)
H (2.628, -1.634, 3.134)
H (0.465, 1.221, -2.174)
C (2.128, 1.376, -6.474)
H (-0.700, 6.276, 1.916)
N (-0.375, -1.612, 1.465)
C (1.235, 1.322, -4.175)
C (-0.521, 6.166, -0.220)
C (-2.279, -0.325, 3.836)
C (-0.045, 3.447, 0.164)
N (0.552, -3.683, 0.169)
H (-4.695, -2.690, -2.930)
C (-4.747, -3.616, -0.975)
C (4.710, 1.209, 1.638)
C (1.073, -1.798, 1.615)
C (1.748, -5.757, 0.211)
H (1.874, -6.748, -0.199)
C (0.018, 1.554, 3.170)
C (1.730, -0.870, 0.564)
S (-2.649, 1.111, -0.027)
H (5.740, 1.080, 1.937)
C (2.046, 1.552, 0.836)
C (0.415, -0.348, -5.689)
Cr (-0.994, -0.698, -0.257)
C (-0.294, 5.340, -1.310)
H (2.957, -3.626, 2.516)
C (2.842, 2.648, 1.144)
H (-4.434, -4.391, 1.006)
C (-0.396, -0.268, -3.434)
C (0.438, 0.806, -3.171)
H (0.110, -5.247, -1.080)
C (-0.591, 1.140, 1.867)
C (1.546, -1.550, 3.039)
H (1.074, -2.269, 3.707)
N (-1.215, -0.784, -2.370)
C (-4.225, -2.785, -1.961)
C (1.327, -3.234, 1.152)
C (-0.067, 3.986, -1.120)
H (-0.277, 3.894, 2.265)
C (-2.268, -0.154, 2.348)
H (-3.046, -0.984, 4.223)
O (3.016, 2.118, -6.174)
N (-2.776, 2.337, 2.488)
C (2.342, -4.001, 1.713)
H (-0.305, 5.748, -2.312)
C (3.925, 0.098, 1.356)
C (-1.473, 0.274, 4.711)
H (0.155, 1.605, 5.231)
H (-0.943, -1.777, -4.881)
C (-3.070, -2.089, -1.675)
H (2.431, 3.647, 1.075)
H (1.892, 2.159, -3.982)
H (0.430, -0.863, -6.641)
P (0.275, 1.670, 0.318)
H (0.876, 2.211, 3.104)
H (1.071, 0.577, -7.862)
H (-2.734, -1.260, -3.698)
H (-3.773, 2.177, 2.578)
C (2.618, 0.273, 0.938)
H (-0.706, 7.221, -0.367)
C (-2.334, -1.316, -2.687)
C (2.553, -5.283, 1.232)
H (-5.652, -4.179, -1.158)
C (-2.176, 1.281, 1.752)
H (3.335, -5.901, 1.653)
O (1.884, 1.085, -7.768)
C (1.217, 0.762, -5.446)
H (1.277, -0.549, 3.361)
C (-0.518, 5.637, 1.063)
N (-0.946, -0.354, 1.716)
C (0.762, -4.915, -0.280)
C (-2.925, -2.982, 0.443)
H (-1.622, 0.063, 5.762)
H (0.076, 3.346, -1.981)
H (4.776, 3.346, 1.747)